(1)
{"formula": "H3OPS3", "method": "ωB97M-V/def2-TZVPD", "elements": ["O", "P", "S", "S", "S", "H", "H", "H"], "positions_angstrom": [[-2.24384, -1.41606, -0.86020], [-3.13732, -0.33309, -0.43828], [-4.47044, -0.36252, 0.99668], [-3.28725, 1.11757, -1.92082], [0.60708, 0.69314, 2.16276], [1.61011, -0.01563, 2.36263], [-3.89934, 1.95427, -1.19897], [0.14734, -0.15699, 1.13816]], "nbo_charge": [-0.9866, 1.4459, -0.4176, -0.1872, -0.2752, 0.1185, 0.1461, 0.1561], "gap_ev": 8.54, "e_tot_ha": -1612.96787, "lumo_ev": -1.277, "smiles": "O=P(=S)S.S", "homo_energy_ha": -0.3607, "e_above_lowest_ev": 0.301}


(2)
{"formula": "C72H152N8O8", "method": "ωB97M-V/def2-TZVPD", "elements": ["C", "C", "C", "C", "C", "C", "N", "O", "C", "C", "C", "H", "H", "H", "H", "H", "H", "H", "H", "H", "H", "H", "H", "H", "H", "H", "H", "H", "H", "H", "C", "C", "C", "C", "C", "C", "N", "O", "C", "C", "C", "H", "H", "H", "H", "H", "H", "H", "H", "H", "H", "H", "H", "H", "H", "H", "H", "H", "H", "H", "C", "C", "C", "C", "C", "C", "N", "O", "C", "C", "C", "H", "H", "H", "H", "H", "H", "H", "H", "H", "H", "H", "H", "H", "H", "H", "H", "H", "H", "H", "C", "C", "C", "C", "C", "C", "N", "O", "C", "C", "C", "H", "H", "H", "H", "H", "H", "H", "H", "H", "H", "H", "H", "H", "H", "H", "H", "H", "H", "H", "C", "C", "C", "C", "C", "C", "N", "O", "C", "C", "C", "H", "H", "H", "H", "H", "H", "H", "H", "H", "H", "H", "H", "H", "H", "H", "H", "H", "H", "H", "C", "C", "C", "C", "C", "C", "N", "O", "C", "C", "C", "H", "H", "H", "H", "H", "H", "H", "H", "H", "H", "H", "H", "H", "H", "H", "H", "H", "H", "H", "C", "C", "C", "C", "C", "C", "N", "O", "C", "C", "C", "H", "H", "H", "H", "H", "H", "H", "H", "H", "H", "H", "H", "H", "H", "H", "H", "H", "H", "H", "C", "C", "C", "C", "C", "C", "N", "O", "C", "C", "C", "H", "H", "H", "H", "H", "H", "H", "H", "H", "H", "H", "H", "H", "H", "H", "H", "H", "H", "H"], "positions_angstrom": [[8.20756, 6.76048, 1.64526], [9.13909, 5.61918, 1.25280], [10.62349, 6.16228, 1.33949], [11.74123, 5.10094, 1.33495], [11.45550, 4.08643, 2.49662], [9.98727, 3.44425, 2.38422], [8.94048, 4.48406, 2.22392], [7.70981, 3.99239, 2.04355], [10.13532, 2.31609, 1.28778], [9.82718, 2.93750, 3.80661], [8.84738, 5.22307, -0.16057], [7.70052, 7.36679, 0.89466], [8.69098, 7.62910, 2.09236], [7.33870, 6.58738, 2.28025], [10.75665, 6.77173, 0.44565], [10.77678, 6.71719, 2.26506], [12.66468, 5.68001, 1.32907], [11.67871, 4.49267, 0.43263], [11.65887, 4.56945, 3.45236], [12.22888, 3.39011, 2.17239], [9.18124, 1.87683, 0.99644], [10.62128, 2.71730, 0.39841], [10.71570, 1.42638, 1.53211], [9.98779, 3.65234, 4.61364], [8.92476, 2.33883, 3.93047], [10.53835, 2.16318, 4.09430], [9.53789, 5.42863, -0.97852], [7.86360, 5.55567, -0.49171], [8.88999, 4.14196, -0.29283], [7.36076, 4.21714, 2.90915], [5.18596, -7.15669, 7.01516], [6.43234, -7.75252, 6.21642], [7.37228, -6.49853, 6.03139], [8.09102, -6.09448, 7.39754], [8.84321, -7.34995, 8.03258], [7.94333, -8.55121, 8.18238], [7.11545, -8.82124, 6.94015], [6.25909, -9.85629, 7.15784], [8.93564, -9.77529, 8.41780], [7.07942, -8.46926, 9.47758], [6.07212, -8.12943, 4.79128], [5.48087, -6.75283, 7.98367], [4.51418, -8.01444, 7.04786], [4.71790, -6.38417, 6.40505], [8.14942, -6.67163, 5.28694], [6.79874, -5.60687, 5.77823], [7.58548, -5.57884, 8.21403], [8.87932, -5.37556, 7.17432], [9.25230, -7.18314, 9.02904], [9.65435, -7.60144, 7.34928], [9.24499, -9.67838, 9.45848], [8.32179, -10.67482, 8.46397], [9.71886, -10.01624, 7.69905], [6.70997, -7.44854, 9.57630], [6.29870, -9.20671, 9.66395], [7.58790, -8.66738, 10.42114], [5.21509, -8.80046, 4.73367], [6.85981, -8.74431, 4.35588], [5.78884, -7.34560, 4.08881], [6.50872, -10.55585, 6.54965], [1.10941, -2.60802, -8.65951], [-0.12725, -2.88156, -9.72932], [0.61444, -2.96246, -11.10708], [1.21466, -4.34690, -11.42082], [0.07585, -5.39511, -11.40395], [-0.49913, -5.50363, -9.97070], [-0.79422, -4.11650, -9.35031], [-1.55923, -4.08382, -8.19401], [-1.89307, -6.17037, -10.09899], [0.42217, -6.32204, -9.07599], [-1.28142, -1.80669, -9.80389], [0.78503, -2.54106, -7.62105], [1.82602, -1.83894, -8.94776], [1.74936, -3.48382, -8.55213], [-0.16428, -2.80321, -11.85296], [1.28950, -2.11118, -11.19487], [2.04393, -4.53361, -10.73850], [1.66381, -4.15253, -12.39477], [0.56175, -6.33025, -11.68236], [-0.71617, -5.22426, -12.13306], [-1.91303, -7.08718, -10.68819], [-2.24215, -6.36908, -9.08569], [-2.56000, -5.51791, -10.66254], [0.20510, -7.38724, -9.15558], [1.47051, -6.11311, -9.28915], [0.13271, -6.02771, -8.06719], [-1.40869, -1.60041, -8.74118], [-2.25689, -2.16104, -10.13703], [-0.96318, -0.82840, -10.16413], [-2.40117, -4.19734, -8.64105], [5.94720, 8.76713, -9.52236], [4.53884, 8.12487, -9.34927], [4.75805, 6.73592, -8.68964], [3.56334, 6.08523, -7.94383], [3.06221, 7.11868, -7.01509], [2.73608, 8.45576, -7.47703], [3.74402, 8.94909, -8.40436], [3.63084, 10.29095, -8.68501], [1.35217, 8.46991, -8.15633], [2.93782, 9.34876, -6.20776], [3.89471, 8.00224, -10.76884], [6.66338, 8.05196, -9.92697], [6.25008, 8.99930, -8.50134], [5.88857, 9.68705, -10.10409], [5.04298, 6.04388, -9.48210], [5.65654, 6.76789, -8.07337], [3.86667, 5.16716, -7.44062], [2.72089, 5.82634, -8.58520], [3.80111, 7.09416, -6.21413], [2.17557, 6.59330, -6.66020], [1.20772, 7.58527, -8.77654], [0.46379, 8.51356, -7.52626], [1.29268, 9.22372, -8.94141], [2.54023, 8.82082, -5.34100], [3.98692, 9.52460, -5.96990], [2.52757, 10.34105, -6.39522], [3.59829, 8.89127, -11.32548], [2.97970, 7.40995, -10.76251], [4.46605, 7.49407, -11.54565], [4.31951, 10.69853, -8.15472], [-13.00466, -2.51166, 2.86040], [-11.95052, -1.71631, 3.71927], [-12.69118, -1.22826, 5.00300], [-12.57457, -2.23243, 6.18667], [-11.18119, -2.91344, 6.37971], [-10.51176, -3.46843, 5.05233], [-10.66184, -2.42913, 3.98314], [-9.93937, -2.76313, 2.86877], [-9.05459, -3.63365, 5.35652], [-11.01142, -4.87593, 4.66601], [-11.72944, -0.35486, 2.96032], [-14.09426, -2.48331, 2.85202], [-12.86434, -3.56927, 3.08371], [-12.87793, -2.46088, 1.77898], [-12.25770, -0.34630, 5.47453], [-13.73248, -1.16193, 4.68775], [-13.27259, -3.04654, 5.99148], [-13.08153, -1.87347, 7.08235], [-11.39446, -3.74551, 7.05072], [-10.50762, -2.29052, 6.96824], [-8.53945, -4.22507, 4.59959], [-8.49163, -2.70082, 5.38769], [-8.69332, -4.08324, 6.28144], [-10.41435, -5.19223, 3.81069], [-10.68116, -5.52337, 5.47832], [-12.05857, -5.06702, 4.43140], [-11.57424, -0.43024, 1.88406], [-10.95973, 0.17264, 3.52369], [-12.59681, 0.28585, 3.11924], [-9.07877, -2.34112, 2.92224], [2.97829, 2.41417, 9.58645], [3.28854, 3.75659, 10.27240], [4.40133, 4.46873, 9.44151], [4.47355, 6.01894, 9.69751], [3.11165, 6.62009, 9.51215], [1.85955, 5.99308, 10.32866], [1.96793, 4.51502, 10.24548], [0.91096, 3.83865, 10.87429], [2.03776, 6.41363, 11.81786], [0.53387, 6.71787, 9.74833], [3.70627, 3.40149, 11.72082], [2.37088, 2.59364, 8.69935], [2.40195, 1.71210, 10.18898], [3.90737, 1.85559, 9.47295], [5.42552, 4.09973, 9.49620], [4.08498, 4.34811, 8.40543], [5.17132, 6.45272, 8.98124], [4.94029, 6.25021, 10.65499], [2.86387, 6.65700, 8.45133], [3.02223, 7.64787, 9.86395], [3.02418, 6.29129, 12.26521], [1.67746, 7.42735, 11.99297], [1.29004, 5.92042, 12.43896], [0.56876, 7.80355, 9.83878], [0.19908, 6.24439, 8.82538], [-0.19603, 6.29790, 10.44040], [3.07210, 2.64286, 12.17954], [3.86052, 4.30230, 12.31483], [4.69219, 2.96899, 11.55054], [0.69889, 3.23671, 10.15714], [-10.72540, -6.41810, -7.78499], [-10.96946, -5.34586, -6.71130], [-9.80039, -5.47566, -5.63399], [-9.64998, -4.22274, -4.69456], [-9.63171, -2.93530, -5.53718], [-10.86746, -2.77710, -6.53627], [-11.11392, -4.02045, -7.31756], [-11.91789, -3.86676, -8.47699], [-12.07791, -2.19031, -5.74694], [-10.40958, -1.78994, -7.53943], [-12.43143, -5.62914, -6.15980], [-9.78069, -6.23099, -8.29550], [-11.35653, -6.33048, -8.66936], [-10.81964, -7.43654, -7.40816], [-10.08723, -6.32547, -5.01460], [-8.82787, -5.76401, -6.03294], [-8.70176, -4.33826, -4.16955], [-10.42584, -4.10972, -3.93735], [-8.65418, -2.82849, -6.00742], [-9.66770, -2.18359, -4.74868], [-12.24369, -2.76679, -4.83684], [-11.96855, -1.13915, -5.48009], [-12.99893, -2.41007, -6.28688], [-10.14455, -0.91005, -6.95321], [-9.50859, -2.18054, -8.01245], [-11.09815, -1.52536, -8.34191], [-12.50850, -5.12557, -5.19617], [-12.40247, -6.71090, -6.02921], [-13.25183, -5.30906, -6.80213], [-11.31180, -3.71183, -9.20517], [-0.21690, -0.96752, -0.55903], [-0.16778, 0.27458, 0.40117], [0.53342, 1.57788, -0.30033], [0.02966, 2.93468, 0.29512], [-1.47576, 3.01059, 0.49657], [-2.13492, 1.81432, 1.35082], [-1.56081, 0.55386, 0.82724], [-2.13802, -0.47904, 1.57651], [-1.94706, 1.99796, 2.78470], [-3.68412, 1.76165, 1.10768], [0.72684, 0.00007, 1.68078], [0.66878, -0.83138, -1.17963], [-0.98053, -1.16706, -1.31080], [-0.13492, -1.90632, -0.01128], [1.62191, 1.54169, -0.25586], [0.58034, 1.50110, -1.38660], [0.50520, 3.80013, -0.16634], [0.46923, 3.08252, 1.28154], [-2.00594, 3.15369, -0.44500], [-1.66812, 3.86725, 1.14250], [-2.38146, 1.13442, 3.28839], [-0.92581, 2.23434, 3.08349], [-2.60406, 2.83079, 3.03539], [-4.03527, 1.24105, 0.21674], [-4.24805, 1.47331, 1.99478], [-4.10313, 2.76352, 1.01389], [0.85332, -1.03543, 1.99676], [0.47507, 0.49318, 2.61969], [1.75597, 0.32275, 1.52306], [-1.66199, -0.33494, 2.39761]], "mulliken_charge": [-1.6240, 1.7870, -1.4498, -0.7111, -1.1253, 1.4769, 0.1024, -0.4480, -1.8022, -1.8519, -1.7163, 0.3738, 0.3474, 0.3315, 0.5234, 0.4259, 0.4197, 0.2121, 0.4313, 0.4004, 0.4011, 0.3607, 0.4033, 0.4061, 0.4278, 0.4287, 0.3286, 0.4159, 0.3313, 0.3932, -1.5552, 1.4822, -1.1325, -0.7441, -1.2051, 1.3451, 0.1719, -0.4888, -1.8027, -1.6046, -1.9235, 0.3138, 0.3560, 0.4278, 0.3868, 0.4382, 0.3753, 0.4250, 0.4005, 0.3863, 0.4068, 0.4357, 0.3746, 0.3096, 0.3546, 0.4753, 0.3983, 0.4730, 0.3623, 0.3575, -1.5056, 0.8118, -1.2093, -0.7457, -1.0793, 1.5933, 0.5859, -0.4364, -2.1973, -1.7579, -1.6349, 0.4005, 0.3937, 0.3501, 0.3840, 0.5585, 0.3002, 0.3995, 0.3703, 0.4268, 0.4164, 0.5341, 0.4333, 0.4566, 0.3236, 0.3589, 0.4380, 0.2912, 0.3801, 0.3597, -1.8776, 1.3199, -1.1824, -0.8668, -1.3348, 1.7078, 0.6733, -0.4991, -1.7727, -1.9494, -1.7281, 0.3854, 0.4435, 0.3807, 0.4482, 0.4225, 0.3616, 0.3757, 0.4243, 0.4258, 0.3304, 0.4233, 0.3592, 0.4465, 0.3632, 0.4380, 0.3667, 0.3484, 0.4489, 0.3175, -1.4032, 1.1279, -0.9641, -1.0280, -1.1611, 1.6560, 0.3570, -0.4957, -2.1149, -1.6899, -1.7048, 0.3374, 0.2169, 0.3341, 0.3977, 0.4790, 0.3433, 0.4527, 0.4518, 0.4322, 0.4394, 0.4850, 0.3709, 0.3687, 0.4634, 0.3217, 0.3311, 0.4576, 0.4010, 0.3370, -2.1755, 1.4219, -1.0782, -0.6511, -1.1878, 1.0633, 0.3374, -0.4464, -1.6119, -1.7014, -1.4947, 0.4678, 0.4916, 0.4224, 0.4454, 0.4286, 0.3858, 0.3499, 0.3449, 0.4288, 0.3038, 0.4701, 0.3892, 0.3623, 0.4177, 0.4234, 0.3270, 0.2732, 0.4228, 0.3700, -1.8678, 1.1985, -1.0862, -0.8112, -1.0014, 1.4444, 0.5075, -0.4629, -1.7837, -2.1167, -1.5912, 0.4606, 0.3987, 0.3722, 0.4091, 0.4225, 0.3915, 0.3386, 0.4313, 0.3994, 0.3569, 0.4137, 0.3667, 0.4722, 0.4829, 0.4003, 0.3695, 0.5025, 0.2612, 0.3208, -1.6797, 1.6394, -1.3236, -0.7518, -1.1015, 1.6985, -0.0495, -0.4380, -2.2755, -1.7669, -1.6619, 0.4411, 0.3508, 0.3024, 0.5659, 0.4567, 0.4381, 0.2867, 0.4034, 0.4222, 0.5767, 0.3099, 0.5497, 0.3891, 0.3242, 0.4534, 0.3988, 0.3169, 0.3597, 0.3649], "gap_ev": 8.04, "e_tot_ha": -3873.73942, "lumo_ev": 0.370, "smiles": "CC1(C)CCCC(C)(C)N1O.CC1(C)CCCC(C)(C)N1O.CC1(C)CCCC(C)(C)N1O.CC1(C)CCCC(C)(C)N1O.CC1(C)CCCC(C)(C)N1O.CC1(C)CCCC(C)(C)N1O.CC1(C)CCCC(C)(C)N1O.CC1(C)CCCC(C)(C)N1O", "homo_energy_ha": -0.2819, "e_above_lowest_ev": 12.508}


(3)
{"formula": "C5H13N3", "method": "ωB97M-V/def2-TZVPD", "elements": ["C", "N", "C", "C", "H", "H", "H", "H", "H", "H", "H", "C", "C", "N", "N", "H", "H", "H", "H", "H", "H"], "positions_angstrom": [[1.82576, 1.14175, 0.76920], [1.91381, 0.57961, -0.56290], [1.69185, -0.76776, -0.76498], [1.13459, -1.62454, 0.09157], [2.63415, 0.97756, -1.14518], [1.98625, -1.10319, -1.75291], [2.51564, 0.65886, 1.47417], [0.80723, 1.02880, 1.14323], [2.04663, 2.20677, 0.71706], [0.92341, -1.36846, 1.11638], [1.02104, -2.66084, -0.17658], [-1.54901, 0.85312, -1.24345], [-2.00328, -0.35241, 0.73031], [-2.45937, -1.39648, 0.20977], [-1.55966, 0.40505, 1.59176], [-1.77298, -0.29164, -1.16302], [-3.24350, -1.88327, 0.60223], [-1.42641, 0.08932, 2.53963], [-0.53030, 1.10783, -0.99136], [-1.64999, 0.87866, -2.33254], [-2.30585, 1.52124, -0.85239]], "nbo_charge": [-0.4272, -0.6105, 0.0137, -0.5483, 0.3794, 0.1926, 0.1785, 0.2171, 0.2047, 0.1915, 0.2092, -0.9271, 0.7297, -0.8084, -0.7847, 0.2816, 0.4067, 0.4181, 0.2358, 0.2265, 0.2210], "gap_ev": 8.70, "e_tot_ha": -362.45396, "lumo_ev": 0.749, "smiles": "C=CNC.N=C=N.C", "homo_energy_ha": -0.2923, "e_above_lowest_ev": 3.492}


(4)
{"formula": "C4H13NO2", "method": "ωB97M-V/def2-TZVPD", "elements": ["C", "C", "C", "N", "C", "H", "H", "H", "H", "H", "H", "H", "H", "H", "H", "H", "O", "H", "H", "O"], "positions_angstrom": [[0.30606, -1.84941, 0.37285], [-0.36160, -0.82779, -0.53639], [0.34396, 0.23082, -0.98635], [1.76274, 0.19988, -0.99493], [-1.76588, -0.99867, -1.00232], [0.46112, -1.36321, 1.33269], [-0.35607, -2.70815, 0.50851], [1.23741, -2.26061, -0.01487], [-0.11779, 0.95944, -1.64436], [2.26091, 0.96445, -1.40670], [2.15007, -0.67572, -1.30589], [-2.17955, -1.91804, -0.59040], [-2.42034, -0.21301, -0.60318], [-1.87906, -0.97611, -2.08382], [-0.70796, 2.55921, 1.45842], [-1.73171, 3.46587, 1.10699], [-0.88906, 3.17733, 0.72274], [1.92066, 0.56984, 2.27391], [0.97483, 0.88625, 1.21795], [0.99127, 0.77760, 2.17517]], "nbo_charge": [-0.6591, -0.0360, -0.0564, -0.8642, -0.6386, 0.2495, 0.2088, 0.2037, 0.1912, 0.3785, 0.3723, 0.2111, 0.2223, 0.2168, 0.4732, 0.4598, -0.9325, 0.4694, 0.4815, -0.9511], "gap_ev": 8.78, "e_tot_ha": -365.40324, "lumo_ev": 0.847, "smiles": "CC(C)=CN.O.O", "homo_energy_ha": -0.2916, "e_above_lowest_ev": 1.068}